# 1
ORCA calculation (ωB97M-V with the def2-TZVPD basis set) on a gas-phase ion, C6H10NO (charge +1).

As for the charge: +1. For the HOMO-LUMO gap, the calculation gives 7.19 eV. The SMILES is C=[NH+]C(=C)/C(C)=C\O. The value obtained for the largest force on an atom is 0.0611 Eh/bohr. The spin multiplicity is 1. Its energy relative to the best compared isomer or geometry (same formula, charge and spin) is 198.7 kJ/mol. As for the LUMO energy: -5.48 eV. The calculation puts the electronic energy at -364.27157 a.u.

Last column: Löwdin charge in e.
Geometry (Å):
C (2.698, -0.938, 0.219)  0.17
N (1.585, -0.548, 0.692)  0.12
C (0.418, 0.022, -0.119)  -0.15
C (0.781, 0.610, -1.261)  0.12
C (-1.149, 0.197, 0.181)  -0.24
C (-1.493, 1.559, 0.681)  -0.06
C (-2.011, -0.794, -0.039)  -0.15
O (-1.765, -2.032, -0.471)  0.07
H (2.896, -0.915, -0.840)  0.12
H (3.477, -1.277, 0.887)  0.13
H (1.383, -0.606, 1.688)  0.18
H (0.028, 1.038, -1.901)  0.10
H (1.798, 0.753, -1.586)  0.08
H (-1.561, 2.272, -0.142)  0.09
H (-0.736, 1.927, 1.371)  0.09
H (-2.451, 1.543, 1.195)  0.09
H (-3.068, -0.626, 0.113)  0.15
H (-0.833, -2.185, -0.669)  0.11

Cartesian forces (eV/Å) of the 2 atoms listed first:
0.10 0.00 0.30
-2.37 0.57 -0.48

# 2
ORCA calculation (ωB97M-V with the def2-TZVPD basis set) on a molecular structure, C6H10NO5V.

As for the charge: +1. For the HOMO-LUMO gap (alpha / beta), the calculation gives 7.88 / 7.68 eV. The expectation value of S² is 0.76. The value obtained for the largest force on an atom is 0.0358 Eh/bohr. The spin multiplicity is 2. As for the LUMO energy (alpha / beta): -5.84 / -6.05 eV. The calculation puts the electronic energy at -1609.20636 a.u.

Last column: Löwdin spin population.
Geometry (Å):
C (-2.577, -1.310, 1.778)  0.00
C (-1.059, -1.449, 1.877)  0.00
O (-0.478, -2.227, 0.837)  0.00
C (-0.524, -1.633, -0.426)  0.00
C (0.732, -0.807, -0.739)  0.00
N (0.422, 0.661, -0.692)  0.00
C (1.105, 1.421, -1.650)  -0.01
O (2.151, 1.075, -2.202)  0.01
O (0.616, 2.663, -1.772)  0.00
C (1.706, 3.541, -1.387)  0.01
O (1.995, 4.524, -1.962)  0.00
O (2.310, 2.997, -0.310)  0.01
H (-2.944, -1.713, 0.840)  0.00
H (-2.864, -0.262, 1.810)  0.00
H (-3.073, -1.781, 2.618)  0.00
H (-0.577, -0.467, 1.958)  0.00
H (-0.814, -1.975, 2.794)  0.00
H (-1.388, -0.987, -0.585)  0.00
H (-0.587, -2.430, -1.162)  0.00
H (1.546, -1.056, -0.040)  0.00
H (1.062, -1.063, -1.739)  0.00
H (0.669, 1.079, 0.234)  0.00
V (2.573, 1.200, -0.081)  0.98

Cartesian forces (eV/Å) of the 2 atoms listed first:
0.18 0.61 -0.02
-0.19 -0.23 0.41

# 3
ORCA calculation (ωB97M-V with the def2-TZVPD basis set) on C6H10NOP in the gas phase.

For the HOMO-LUMO gap (alpha / beta), the calculation gives 5.26 / 6.86 eV. The expectation value of S² is 2.01. The value obtained for the largest force on an atom is 0.1542 Eh/bohr. The spin multiplicity is 3. As for the LUMO energy (alpha / beta): 0.97 / -2.96 eV. The calculation puts the electronic energy at -705.59172 a.u.

Last column: Löwdin spin population.
Geometry (Å):
C (-0.333, 0.881, -1.677)  0.07
C (-1.563, 0.678, 0.202)  0.02
C (-0.557, -2.639, -0.189)  0.00
C (0.155, -1.405, -0.253)  0.03
C (-0.569, -0.150, -0.569)  0.02
C (-0.166, 1.191, -0.232)  0.15
N (1.520, 1.158, 2.333)  0.91
O (0.227, -2.289, -1.308)  0.01
P (1.232, 1.538, 0.880)  0.52
H (0.654, 0.831, -2.203)  0.00
H (-1.121, 1.151, -2.331)  0.01
H (-2.558, 1.153, -0.064)  0.00
H (-1.544, 0.809, 1.348)  0.02
H (-0.033, -3.421, 0.442)  0.00
H (-1.653, -2.686, -0.269)  0.00
H (1.027, -1.247, 0.349)  0.03
H (1.537, 0.211, 2.692)  0.05
H (1.360, 2.912, 0.888)  0.03
H (2.387, 1.322, -0.040)  0.12

Cartesian forces (eV/Å) of the 2 atoms listed first:
2.56 -1.28 -0.50
0.29 1.78 2.71

# 4
ORCA calculation (ωB97M-V with the def2-TZVPD basis set) on 2 unconnected molecules or ions with the total composition C6H10NS.

As for the charge: +1. For the HOMO-LUMO gap, the calculation gives 9.69 eV. The value obtained for the largest force on an atom is 0.0774 Eh/bohr. The spin multiplicity is 1. Its energy relative to the best compared isomer or geometry (same formula, charge and spin) is 160.4 kJ/mol. As for the LUMO energy: -4.64 eV. The calculation puts the electronic energy at -687.22149 a.u.

Last column: Löwdin charge in e.
Geometry (Å):
C (-0.141, -1.649, 1.082)  -0.15
C (-0.909, -1.919, 2.182)  -0.24
C (-0.363, 0.443, 1.857)  -0.31
C (0.800, 0.342, -0.198)  -0.34
C (1.992, -0.053, -0.466)  0.12
C (-0.015, 1.468, -0.820)  0.00
N (0.016, -0.333, 0.828)  -0.11
S (-1.058, -0.413, 3.170)  1.13
H (0.057, -2.242, 0.250)  0.11
H (-1.322, -2.837, 2.760)  0.13
H (-0.350, 1.520, 1.933)  0.11
H (2.487, -0.984, -0.040)  0.12
H (-1.370, -0.880, -1.739)  0.09
H (2.615, 0.395, -1.165)  0.07
H (0.522, 2.008, -1.522)  0.08
H (-0.450, 2.098, -0.093)  0.06
H (-0.884, 1.002, -1.304)  0.06
H (-0.836, -1.217, -1.381)  0.06

Cartesian forces (eV/Å) of the 2 atoms listed first:
-2.21 -0.66 0.66
0.22 -0.01 2.63